(1)
# C4H6N2

A single C4H6N2 molecule (ωB97M-V with the def2-TZVPD basis set, the Open Molecules 2025 dataset).

Values from the calculation:
E_tot = -7224.5252 eV
SMILES = Cc1cnc[nH]1
E_LUMO = 0.03173 hartree
Total charge = 0
Kohn-Sham gap = 9.30 eV

CARTESIAN COORDINATES (ANGSTROEM)
C (1.722, 0.074, -0.030)
C (0.266, 0.224, 0.055)
C (-0.668, 1.225, 0.041)
N (-1.996, 0.760, 0.014)
C (-1.790, -0.611, -0.014)
N (-0.456, -0.907, -0.005)
H (2.234, 0.864, -0.580)
H (2.066, 0.137, 0.986)
H (1.868, -0.919, -0.332)
H (-0.360, 2.231, -0.160)
H (-2.575, -1.270, -0.049)
H (-0.312, -1.807, 0.075)



(2)
# C4H6N2

2 unconnected molecules or ions with the total composition C4H6N2 (ωB97M-V with the def2-TZVPD basis set, the Open Molecules 2025 dataset).

Values from the calculation:
E_tot = -7217.7340 eV
E_LUMO = 0.01472 hartree
Total charge = 0
Kohn-Sham gap = 9.52 eV

CARTESIAN COORDINATES (ANGSTROEM)
N (0.350, -1.595, 0.175)
C (0.097, -0.279, -0.463)
C (1.359, 0.360, -0.547)
C (0.153, -0.274, 1.030)
C (-1.148, -0.070, -1.163)
N (-2.117, 0.111, -1.767)
H (-0.416, -2.263, 0.238)
H (1.261, -1.975, -0.103)
H (1.155, 1.425, -0.750)
H (-0.824, 2.583, 0.747)
H (1.106, 0.031, 1.485)
H (-0.976, 1.946, 1.118)



(3)
# C4H6N2

A molecular structure, C4H6N2 (ωB97M-V with the def2-TZVPD basis set, the Open Molecules 2025 dataset).

Values from the calculation:
E_tot = -7221.2803 eV
E_LUMO = 0.02807 hartree
Total charge = 0
Kohn-Sham gap = 9.27 eV

CARTESIAN COORDINATES (ANGSTROEM)
N (-0.984, -1.484, -0.159)
C (-0.055, -0.039, 0.056)
C (0.333, 1.181, -0.802)
C (1.414, 0.384, -0.119)
C (-0.853, -0.122, 1.204)
N (-1.422, -0.019, 2.210)
H (-0.828, -2.335, 0.395)
H (-1.975, -1.434, -0.411)
H (0.102, 2.198, -0.452)
H (0.262, 1.080, -1.881)
H (2.035, -0.235, -0.761)
H (1.972, 0.825, 0.720)



(4)
# C4H6N2

A single C4H6N2 molecule (ωB97M-V with the def2-TZVPD basis set, the Open Molecules 2025 dataset).

Values from the calculation:
E_tot = -7221.1974 eV
SMILES = C#CCNN=C
E_LUMO = 0.03922 hartree
Total charge = 0
Kohn-Sham gap = 10.58 eV

CARTESIAN COORDINATES (ANGSTROEM)
C (2.676, -0.861, 0.110)
C (1.774, -0.078, 0.099)
C (0.708, 0.954, -0.149)
N (-0.755, 0.842, 0.137)
N (-1.373, -0.280, -0.473)
C (-2.450, -0.704, 0.127)
H (3.518, -1.641, -0.106)
H (0.912, 1.887, 0.451)
H (0.812, 1.210, -1.162)
H (-0.880, 0.637, 1.148)
H (-2.620, -0.409, 1.173)
H (-3.090, -1.477, -0.270)